11
Properties=species:S:1:pos:R:3:lowdin_charge:R:1 method="wB97M-V/def2-TZVPD" de_lowest_ev=0.950
N -0.464 -0.844 -1.213 0.091
N -0.629 1.436 -0.793 0.097
C -0.186 0.187 -0.508 -0.532
C 0.665 -1.286 1.364 0.011
C 0.476 -0.062 0.862 -0.113
H 0.365 -2.176 0.818 0.058
H -0.070 2.239 -0.529 0.094
H -1.043 1.580 -1.706 0.094
H -1.005 -0.462 -2.053 0.065
H 1.135 -1.428 2.331 0.054
H 0.757 0.817 1.428 0.081